(1)
# C23H19FN4O2

An isolated molecule of C23H19FN4O2 (ωB97M-V/def2-TZVPD, the Open Molecules 2025 dataset).

Structure (XYZ):
```
49
Properties=species:S:1:pos:R:3:forces:R:3:mulliken_charge:R:1
O -1.2380 -3.1337 0.2269 -0.3 0.1 0.4 -0.605
C -0.4570 -2.8668 -0.6584 0.0 0.0 -0.7 0.560
N 0.8545 -3.1935 -0.6512 0.4 -0.4 -0.2 -0.108
H 1.4249 -2.8093 -1.4009 -0.2 0.0 0.1 0.373
C 1.5490 -3.3971 0.6107 -0.1 0.1 0.1 -1.443
C 1.9478 -2.0336 1.1214 0.1 -0.2 0.0 0.458
C 1.0121 -1.2540 1.7938 0.1 0.0 0.0 -0.255
C 1.3014 0.0521 2.1429 0.2 0.2 0.0 -0.497
C 2.5402 0.5689 1.8106 0.0 -0.1 0.0 0.471
C 3.4905 -0.1822 1.1454 0.0 0.2 0.1 -0.612
C 3.1825 -1.4856 0.7981 -0.1 0.0 0.1 -0.330
H 3.9092 -2.0801 0.2651 0.1 -0.1 -0.1 0.353
H 4.4454 0.2550 0.9017 0.1 0.1 0.0 0.499
F 2.8267 1.8475 2.1424 0.0 -0.1 0.0 -0.425
H 0.5861 0.6672 2.6661 -0.1 0.1 0.1 0.517
H 0.0473 -1.6752 2.0328 -0.1 -0.1 0.0 0.418
H 2.4182 -4.0335 0.4393 -0.1 0.0 0.1 0.435
H 0.8554 -3.8878 1.2960 0.2 0.0 -0.1 0.401
C -0.8453 -2.0230 -1.8830 -0.1 -0.3 0.1 -1.032
N -0.3347 -0.6859 -1.6143 0.6 0.1 -0.4 0.396
N -1.1850 0.0991 -0.9595 -0.6 0.6 0.5 -0.653
C -0.8313 1.2584 -0.5258 0.0 -0.3 -0.2 0.449
C 0.4957 1.7757 -0.7443 0.5 -0.3 -0.3 1.115
C 0.9413 3.0259 -0.2976 -0.1 0.0 0.0 -0.627
C 2.2328 3.4308 -0.5440 -0.1 0.0 0.0 -0.830
C 3.1161 2.6076 -1.2410 0.0 -0.1 0.0 -0.456
C 2.7010 1.3747 -1.6870 -0.1 -0.1 -0.1 -0.826
C 1.3926 0.9496 -1.4469 -0.1 0.4 0.2 0.344
C 0.9784 -0.3796 -1.8790 -0.1 -0.1 0.0 0.258
O 1.7173 -1.1984 -2.4179 0.2 0.1 -0.2 -0.797
H 3.3607 0.7105 -2.2241 0.1 -0.1 0.0 0.481
H 4.1268 2.9398 -1.4237 0.1 0.0 0.0 0.434
H 2.5690 4.3929 -0.1884 0.0 0.1 0.0 0.425
H 0.2698 3.6717 0.2461 -0.1 0.1 0.1 0.432
C -1.8670 2.0441 0.2325 -0.2 -0.2 0.0 -0.663
C -3.1519 1.2783 0.3659 -0.2 0.1 0.1 0.227
C -3.2140 0.1015 1.1044 -0.2 0.1 0.0 -0.133
C -4.4112 -0.5870 1.1781 0.1 0.1 0.0 -0.541
C -5.5109 -0.0663 0.5116 0.0 -0.2 0.1 -0.290
N -5.4679 1.0538 -0.1877 -0.5 0.1 -0.2 -0.651
C -4.3183 1.7008 -0.2591 0.4 0.1 0.1 -0.454
H -4.3340 2.6095 -0.8493 0.1 0.1 0.0 0.353
H -6.4712 -0.5644 0.5361 0.0 -0.1 0.1 0.373
H -4.4860 -1.5088 1.7329 0.0 -0.1 0.0 0.402
H -2.3332 -0.2749 1.6029 0.1 -0.1 0.0 0.327
H -2.0478 2.9909 -0.2835 0.0 0.0 0.1 0.552
H -1.4661 2.2729 1.2253 0.0 0.1 0.0 0.341
H -0.3923 -2.4020 -2.7998 -0.1 0.0 0.1 0.396
H -1.9297 -1.9566 -1.9627 0.2 0.0 0.0 0.438
```
Forces are in eV/Å.

total charge = 0
SMILES string = O=C(Cn1nc(Cc2cccnc2)c2ccccc2c1=O)NCc1ccc(F)cc1
DFT total energy = -1357.27591 Eh
E_LUMO = 0.0049 Eh



(2)
# C35H33F5I2O2

A cluster of 6 separate species, C35H33F5I2O2 in total at a distorted geometry (ωB97M-V/def2-TZVPD, the Open Molecules 2025 dataset).

Structure (XYZ):
```
77
Properties=species:S:1:pos:R:3:forces:R:3:mulliken_charge:R:1
C 3.7859 0.7642 -4.9503 0.7 0.2 0.0 -0.548
O 2.7687 1.2873 -5.8057 -0.3 -0.8 0.1 -0.391
C 1.7025 1.8267 -5.1302 0.7 -3.7 -0.5 0.335
O 1.6678 2.9577 -4.9415 -0.5 4.8 1.0 -0.456
C 0.5907 0.8798 -4.7293 -0.1 0.1 -0.3 -0.441
I 0.9574 0.1178 -2.7238 -0.1 0.4 -0.3 0.221
C -0.7922 1.5154 -4.7459 -0.6 -1.2 0.2 -0.337
C -1.8389 0.4026 -4.4527 0.3 0.3 -0.5 -1.107
I -1.2448 2.3030 -6.7159 0.3 0.0 0.3 0.079
H 3.4255 0.0280 -4.2369 -0.1 0.0 -0.1 0.100
H 4.5464 0.3019 -5.5728 -0.1 -0.1 -0.2 0.305
H 4.2811 1.5828 -4.4193 -0.2 0.0 0.1 0.294
H 0.6199 0.0081 -5.3758 0.0 -0.1 0.0 0.495
H -0.8669 2.3102 -4.0162 0.1 0.4 -0.2 0.490
H -2.0880 0.3491 -3.3963 0.1 -0.1 0.0 0.218
H -2.7450 0.5303 -5.0385 -0.1 0.2 0.2 0.475
H -1.4034 -0.5383 -4.7889 -0.1 -0.2 0.2 0.317
F -2.7881 -2.1777 -1.7125 0.0 0.0 -0.1 -0.317
C -3.2471 -1.5579 -0.6060 -0.1 0.1 0.3 0.261
C -2.3575 -0.8796 0.2031 0.3 0.0 -0.1 -0.501
C -2.8302 -0.2379 1.3386 -0.2 -0.1 -0.1 -0.105
C -4.1811 -0.2905 1.6560 -0.1 0.0 -0.1 -0.389
C -5.0603 -0.9814 0.8323 0.2 0.1 0.0 -0.437
C -4.5938 -1.6166 -0.3106 -0.2 -0.1 -0.1 -0.489
H -1.3068 -0.8564 -0.0570 0.0 0.0 0.0 0.500
H -2.1437 0.3027 1.9758 0.0 0.0 0.0 0.224
H -4.5481 0.2054 2.5409 0.0 0.0 0.0 0.449
H -6.1128 -1.0264 1.0801 0.0 0.0 0.0 0.365
H -5.2653 -2.1529 -0.9686 0.0 0.0 0.0 0.417
F 4.2809 -0.5048 -1.9620 0.0 0.1 0.0 -0.281
C 4.3745 -1.8135 -1.6544 0.0 -0.4 0.1 0.623
C 3.2898 -2.6449 -1.8707 -0.3 0.1 -0.1 -0.064
C 3.4060 -3.9910 -1.5505 0.2 0.0 0.1 -0.596
C 4.5880 -4.4842 -1.0153 0.0 -0.1 0.0 -0.492
C 5.6625 -3.6326 -0.8024 -0.1 0.0 0.0 -0.368
C 5.5592 -2.2886 -1.1278 0.2 0.2 0.0 -0.449
H 2.3622 -2.2536 -2.2833 0.3 -0.1 0.1 0.074
H 2.5697 -4.6566 -1.7198 0.0 0.0 0.0 0.360
H 4.6708 -5.5338 -0.7644 0.0 0.0 0.0 0.370
H 6.5832 -4.0151 -0.3815 0.0 0.0 0.0 0.358
H 6.3887 -1.6101 -0.9764 0.0 0.0 0.0 0.421
F -3.2081 0.2802 4.3314 0.0 0.0 0.2 -0.254
C -2.0743 0.6456 4.9639 0.3 0.1 0.2 0.295
C -1.6304 -0.1034 6.0352 -0.1 -0.2 0.1 -0.489
C -0.4606 0.2723 6.6799 0.0 0.1 -0.1 -0.588
C 0.2413 1.3927 6.2530 0.1 0.0 0.0 -0.668
C -0.2234 2.1359 5.1765 0.0 -0.1 0.1 -0.603
C -1.3875 1.7590 4.5216 -0.1 0.1 -0.2 -0.039
H -2.1960 -0.9685 6.3565 0.0 0.0 0.0 0.418
H -0.0963 -0.3093 7.5167 0.0 0.0 0.0 0.375
H 1.1497 1.6846 6.7586 0.0 0.0 0.0 0.733
H 0.3209 3.0109 4.8461 0.0 0.0 0.0 0.386
H -1.7622 2.3211 3.6753 0.0 0.0 0.0 0.456
F 2.6321 2.9197 7.9103 0.1 0.0 0.0 -0.314
C 2.1711 3.5384 9.0176 -0.2 0.2 0.3 0.535
C 3.0611 4.2180 9.8244 0.3 0.0 -0.1 -0.471
C 2.5872 4.8579 10.9604 -0.2 -0.1 0.0 -0.425
C 1.2369 4.8019 11.2786 0.0 0.0 0.1 -0.500
C 0.3573 4.1097 10.4576 0.2 0.1 0.0 -0.483
C 0.8233 3.4761 9.3147 -0.1 -0.1 -0.2 -0.170
H 4.1111 4.2434 9.5631 0.0 0.0 0.0 0.410
H 3.2726 5.4003 11.5981 0.0 0.0 0.0 0.353
H 0.8707 5.2987 12.1678 0.0 0.0 0.0 0.369
H -0.6946 4.0624 10.7070 0.0 0.0 0.0 0.359
H 0.1505 2.9390 8.6586 0.0 0.0 0.0 0.328
F -0.3555 -2.4197 -6.7242 0.0 0.0 0.1 -0.347
C -1.5097 -2.4575 -7.4222 -0.3 0.0 -0.2 0.322
C -2.6093 -3.0820 -6.8689 0.0 -0.1 0.3 -0.334
C -3.7965 -3.1141 -7.5865 0.1 0.1 -0.1 -0.401
C -3.8655 -2.5314 -8.8452 -0.1 0.0 0.0 -0.489
C -2.7476 -1.9107 -9.3864 -0.1 -0.1 0.1 -0.371
C -1.5610 -1.8689 -8.6697 0.3 0.1 -0.1 -0.385
H -2.5330 -3.5360 -5.8891 0.0 0.0 0.0 0.453
H -4.6687 -3.5941 -7.1626 0.0 0.0 0.0 0.372
H -4.7922 -2.5607 -9.4036 0.0 0.0 0.0 0.373
H -2.7995 -1.4580 -10.3678 0.0 0.0 0.0 0.369
H -0.6811 -1.3821 -9.0699 0.0 0.0 0.0 0.441
```
Forces are in eV/Å.

total charge = 0
SMILES string = COC(=O)[C@@H](I)[C@H](C)I.Fc1ccccc1.Fc1ccccc1.Fc1ccccc1.Fc1ccccc1.Fc1ccccc1
DFT total energy = -2598.65880 Eh
E_LUMO = -0.0047 Eh



(3)
# C2H3I3O

A cluster of 2 separate species, C2H3I3O in total at a distorted geometry (ωB97M-V/def2-TZVPD, the Open Molecules 2025 dataset).

Structure (XYZ):
```
9
Properties=species:S:1:pos:R:3:forces:R:3:mulliken_charge:R:1
C 1.1592 0.3446 0.6966 -2.6 -4.2 -2.4 -0.808
C 0.1886 -0.5192 1.0063 0.3 0.4 -0.2 -0.386
O -0.6652 2.2719 0.3687 -0.4 0.7 0.4 -0.617
I 1.9783 0.3301 -1.2200 -0.1 0.1 -0.3 0.124
I -2.4375 1.8210 -0.3563 0.3 -0.1 -0.1 0.250
I -0.4056 -0.8102 3.0205 0.1 0.2 -0.7 0.045
H 1.6488 0.9766 1.2712 2.0 2.6 3.0 0.600
H -0.3834 -1.0868 0.2420 0.7 0.3 0.8 0.422
H 0.0247 2.1204 -0.2859 -0.2 -0.1 -0.4 0.370
```
Forces are in eV/Å.

total charge = 0
SMILES string = I/C=C/I.OI
DFT total energy = -1046.24002 Eh
E_LUMO = -0.0238 Eh



no.,frontier orbital gap (eV)
1,9.038
2,9.097
3,8.332